# C62H150Cl6N18O16P6

A cluster of 14 separate species, C62H150Cl6N18O16P6 in total (ωB97M-V with the def2-TZVPD basis set, the Open Molecules 2025 dataset).

```
258
Properties=species:S:1:pos:R:3
Cl -2.5676 1.5849 -16.9783
C -1.5249 3.0059 -17.1071
C -0.1253 2.5549 -17.5605
Cl -0.1847 1.6539 -19.1429
H -1.5045 3.5902 -16.1871
H -1.9974 3.6825 -17.8192
H 0.1351 1.8767 -16.7478
H 0.5946 3.3718 -17.5101
Cl 5.7181 2.5460 -15.6773
C 7.2331 1.7810 -15.4110
C 7.7600 1.9900 -13.9835
Cl 9.3369 1.1831 -13.9626
H 7.9527 2.1584 -16.1376
H 7.1294 0.7385 -15.7117
H 7.0888 1.3921 -13.3670
H 7.8563 3.0370 -13.6961
Cl -0.2326 2.3247 -10.9138
C 0.9595 1.2336 -10.2243
C 1.7715 0.5422 -11.2920
Cl 0.8011 -0.4733 -12.3855
H 0.4577 0.5714 -9.5188
H 1.6085 1.8360 -9.5887
H 2.5549 -0.0664 -10.8401
H 2.1993 1.3598 -11.8722
O 14.8742 -7.3732 -14.0217
P 13.6305 -6.8390 -14.6621
N 13.7840 -6.7897 -16.3813
C 14.8336 -7.5514 -17.0289
C 12.7832 -6.2359 -17.2521
N 13.1887 -5.2879 -14.1364
C 12.8056 -5.1106 -12.7333
C 13.9484 -4.1179 -14.7046
N 12.1871 -7.8037 -14.4030
C 12.4028 -9.2180 -14.0241
C 10.7599 -7.4654 -14.6071
H 15.6415 -7.6094 -16.2995
H 15.2735 -7.0255 -17.8762
H 14.5701 -8.5875 -17.2412
H 11.9635 -5.7665 -16.7082
H 12.5149 -7.0934 -17.8692
H 13.2593 -5.5214 -17.9237
H 11.7402 -4.8872 -12.6787
H 13.0803 -5.9570 -12.1039
H 13.3134 -4.2180 -12.3677
H 14.8268 -3.9859 -14.0729
H 14.1829 -4.2169 -15.7645
H 13.3630 -3.2033 -14.6100
H 13.4504 -9.5185 -14.0447
H 12.0549 -9.4482 -13.0170
H 11.8108 -9.8569 -14.6794
H 10.4814 -7.6073 -15.6513
H 10.5596 -6.4199 -14.3725
H 10.0802 -8.0812 -14.0180
O 8.4201 2.8683 -22.3931
P 9.6016 3.6687 -21.9616
N 9.4405 4.5236 -20.5359
C 8.1110 5.0475 -20.2714
C 10.5103 4.7782 -19.5133
N 9.9969 4.9942 -23.0194
C 11.1260 5.9536 -22.7399
C 9.1465 5.2799 -24.1662
N 10.9292 2.6914 -21.7669
C 11.6030 2.2668 -23.0393
C 10.7823 1.6985 -20.6684
H 7.2784 4.4083 -20.5652
H 8.0117 6.0030 -20.7866
H 8.0486 5.4420 -19.2572
H 10.2343 4.5086 -18.4939
H 10.8464 5.8148 -19.4909
H 11.4490 4.2692 -19.7324
H 10.9924 6.3108 -21.7188
H 12.0840 5.4384 -22.8095
H 11.0230 6.8588 -23.3384
H 9.5492 5.9130 -24.9568
H 9.0331 4.3131 -24.6567
H 8.1526 5.5409 -23.8027
H 12.4783 1.6885 -22.7435
H 10.9117 1.6332 -23.5950
H 11.9374 3.1279 -23.6179
H 11.8112 1.3975 -20.4713
H 10.3188 0.7711 -21.0049
H 10.3399 2.0893 -19.7521
O 2.7049 -5.6056 -20.6224
P 3.7687 -5.1058 -19.7291
N 4.5209 -3.6858 -20.4318
C 3.8574 -2.8981 -21.4915
C 5.7107 -2.9572 -19.9051
N 5.0905 -6.1983 -19.4964
C 5.1964 -7.1157 -18.3457
C 5.8497 -6.7005 -20.6600
N 3.2061 -4.5588 -18.2048
C 4.0419 -4.4790 -17.0084
C 1.8230 -4.0631 -18.0208
H 3.0072 -2.4019 -21.0236
H 3.4290 -3.5812 -22.2249
H 4.6097 -2.2833 -21.9857
H 5.4688 -2.2253 -19.1344
H 6.3197 -2.5438 -20.7090
H 6.3205 -3.6709 -19.3511
H 4.2413 -7.6382 -18.2924
H 5.9296 -7.9192 -18.4151
H 5.2715 -6.6261 -17.3747
H 5.3008 -7.4344 -21.2501
H 6.1580 -5.8265 -21.2337
H 6.7951 -7.0921 -20.2844
H 3.9440 -3.5070 -16.5250
H 3.7190 -5.2235 -16.2807
H 5.1114 -4.6060 -17.1765
H 1.1591 -4.7787 -18.5058
H 1.8181 -3.1245 -18.5751
H 1.6185 -3.8615 -16.9694
O 2.9818 -17.0546 -16.0321
P 4.4276 -17.3114 -16.3935
N 5.5466 -17.2649 -15.0854
C 6.9623 -17.2467 -15.2491
C 5.0718 -17.3356 -13.6784
N 5.0164 -16.1717 -17.5661
C 4.3180 -14.9007 -17.6151
C 6.2526 -16.3801 -18.4245
N 4.7069 -18.7864 -17.0900
C 3.8820 -19.1203 -18.2086
C 4.8966 -19.9095 -16.1704
H 7.4603 -17.4192 -14.2950
H 7.1715 -16.2292 -15.5795
H 7.2996 -17.9391 -16.0204
H 4.3676 -18.1611 -13.5745
H 4.4485 -16.4683 -13.4606
H 5.8108 -17.4321 -12.8830
H 4.4366 -14.4498 -18.6003
H 3.2436 -14.8855 -17.4317
H 4.8049 -14.1419 -17.0026
H 6.0782 -16.0286 -19.4414
H 7.0491 -15.8129 -17.9427
H 6.5300 -17.4275 -18.5436
H 2.8401 -19.0260 -17.9026
H 4.0553 -18.4536 -19.0534
H 4.1447 -20.0886 -18.6346
H 5.9240 -20.1311 -15.8815
H 4.4658 -20.8241 -16.5779
H 4.4077 -19.6159 -15.2415
O 5.2152 -4.2280 -29.7565
P 4.7950 -4.6377 -28.3754
N 3.2691 -5.3804 -28.3070
C 2.6624 -6.0286 -29.4574
C 2.6028 -5.8236 -26.9633
N 4.7039 -3.2305 -27.3357
C 5.9686 -2.6518 -26.7744
C 3.5628 -2.2271 -27.3738
N 5.7573 -5.7088 -27.5114
C 5.5612 -5.9398 -26.0830
C 6.9907 -6.2533 -28.1388
H 1.6212 -6.2389 -29.2130
H 3.1111 -7.0090 -29.6171
H 2.7315 -5.4246 -30.3621
H 1.5184 -5.7656 -27.0571
H 2.9274 -5.1944 -26.1345
H 2.7948 -6.8800 -26.7754
H 6.4955 -2.0416 -27.5080
H 5.8841 -1.9561 -25.9396
H 6.7274 -3.3375 -26.3973
H 2.6451 -2.8087 -27.4619
H 3.4835 -1.7373 -26.4033
H 3.5671 -1.5878 -28.2566
H 5.1808 -5.0792 -25.5327
H 4.8921 -6.7949 -25.9869
H 6.4928 -6.1739 -25.5680
H 6.6969 -6.6450 -29.1127
H 7.4926 -6.9498 -27.4672
H 7.6841 -5.4399 -28.3525
O 12.5085 -11.2304 -25.7823
P 11.3888 -11.8806 -26.5889
N 11.7764 -13.4577 -27.1089
C 11.9108 -14.4643 -26.0832
C 12.6088 -13.6133 -28.2936
N 10.9575 -10.9324 -27.9651
C 11.9806 -10.0390 -28.5933
C 9.9899 -11.4852 -28.9161
N 9.9054 -12.1143 -25.7456
C 8.8292 -13.0796 -26.0830
C 9.6758 -11.2228 -24.6301
H 12.8711 -14.4003 -25.5716
H 11.6984 -15.4942 -26.3702
H 11.1942 -14.3828 -25.2659
H 12.9545 -14.6431 -28.3836
H 13.4161 -12.8906 -28.1752
H 12.0448 -13.4553 -29.2129
H 11.5076 -9.6695 -29.5031
H 12.0819 -9.1271 -28.0048
H 12.9139 -10.5609 -28.8046
H 9.0200 -11.1438 -28.5544
H 9.9631 -11.0666 -29.9221
H 10.0102 -12.5746 -28.9485
H 7.9063 -12.5005 -26.1128
H 8.9390 -13.4803 -27.0907
H 8.5774 -13.8336 -25.3372
H 8.9595 -11.6633 -23.9366
H 9.3089 -10.2683 -25.0074
H 10.5935 -10.9457 -24.1113
O 5.7213 -3.2718 -11.5652
C 5.6630 -4.3942 -11.0829
O 6.6903 -5.1761 -10.7694
C 6.3541 -6.3301 -10.0527
C 4.8104 -6.3487 -10.0331
C 4.3376 -5.1276 -10.8501
H 6.7192 -6.2428 -9.0293
H 6.7247 -7.2646 -10.4739
H 4.6084 -6.2134 -8.9705
H 4.2160 -7.1729 -10.4274
H 3.6433 -4.4406 -10.3662
H 3.8351 -5.4730 -11.7535
O -3.4153 -7.4102 -15.5073
C -3.6849 -6.2810 -15.1497
O -4.4346 -5.4008 -15.9400
C -4.8836 -4.2803 -15.1377
C -4.5829 -4.7404 -13.7123
C -3.3964 -5.6324 -13.8067
H -5.9696 -4.1874 -15.1371
H -4.3275 -3.3526 -15.2729
H -5.4311 -5.2131 -13.2173
H -4.4132 -3.8389 -13.1237
H -3.2736 -6.3777 -13.0209
H -2.4996 -5.0259 -13.9337
O 1.5954 -10.3587 -22.1791
C 0.5774 -10.0355 -21.5928
O 0.4134 -10.2015 -20.3287
C -0.7915 -9.6270 -19.8400
C -1.6928 -9.6216 -21.1107
C -0.6277 -9.3568 -22.1668
H -0.4707 -8.6888 -19.3873
H -1.3016 -10.2138 -19.0761
H -2.4756 -8.8710 -21.0007
H -2.1785 -10.5833 -21.2761
H -0.2629 -8.3303 -22.2025
H -0.9643 -9.6979 -23.1458
O -5.2012 -2.9394 -24.4315
C -4.0438 -2.9129 -24.0415
O -3.3582 -4.0568 -23.8836
C -2.0356 -3.7449 -23.3902
C -2.0513 -2.3151 -22.8131
C -3.1405 -1.6953 -23.7069
H -1.3047 -3.6674 -24.1952
H -1.6649 -4.5241 -22.7243
H -1.1007 -1.8344 -23.0442
H -2.2306 -2.3000 -21.7380
H -2.7092 -1.3945 -24.6617
H -3.5863 -0.8507 -23.1817
O 3.6191 -10.9025 -13.3942
C 2.5001 -11.2984 -13.5579
O 2.0963 -12.3947 -12.9698
C 0.6991 -12.5601 -13.0693
C 0.2390 -11.7664 -14.3132
C 1.3693 -10.6905 -14.3437
H 0.2105 -12.2956 -12.1315
H 0.4266 -13.5899 -13.3004
H -0.7804 -11.3825 -14.3522
H 0.2721 -12.4296 -15.1775
H 1.1740 -9.7434 -13.8408
H 1.6394 -10.4067 -15.3609
```

Computed properties:
LUMO   -0.15 eV
Largest force on an atom   3.69 eV/A
Charge   0
E   -257178.6746 eV
Kohn-Sham gap   7.9648 eV